[1]
Formula: C3H8N4O
Source: the OMol25 dataset
Level of theory: ωB97M-V/def2-TZVPD

Calculated values
relative energy (zero: lowest compared OMol25 entry of this formula, charge and spin): 868.2 kJ/mol
total charge: 0
HOMO: -7.64 eV
calculated total energy: -11240.6249 eV
2S+1: 1
maximum force: 10.0 eV Å⁻¹

Cartesian coordinates (Å):
1 N 0.927762 -0.647785 -1.536298
2 H 1.569373 -0.280725 1.779567
3 C -0.410702 0.827960 0.012383
4 N -1.522444 -0.844556 1.434799
5 H -1.375573 1.373549 -0.229727
6 N 0.956499 1.745474 -1.855007
7 H 0.764456 2.903267 -1.397105
8 C 0.306901 0.581266 -1.114317
9 N 0.711714 -0.776108 1.796680
10 C -0.241176 -0.274367 1.048313
11 H -2.357404 -0.684453 0.737469
12 H 1.797823 -0.562770 -2.098376
13 O -1.776832 -1.944171 1.986833
14 H 0.457597 1.712404 -2.976870
15 H 0.947679 -1.246817 -0.488503
16 H -0.755673 -1.882169 2.900158

Atomic forces in eV per Å
N -1.074 -0.005 4.539
H 0.906 0.635 -0.174
C -0.232 -1.560 -0.088
N -1.145 7.130 -6.881
H 1.453 -0.172 1.280
N -4.181 1.945 -2.585
H 0.090 -5.078 -1.702
C 4.167 1.779 -1.614
N -1.561 0.051 -1.172
C -3.684 -1.762 2.204
H 2.498 0.152 1.533
H -0.767 0.043 1.222
O 4.382 -4.858 7.029
H 2.085 0.517 4.137
H 0.446 1.593 -4.321
H -3.384 -0.410 -3.407

***

[2]
Formula: C3H8N4O
Source: the OMol25 dataset
Level of theory: ωB97M-V/def2-TZVPD

Calculated values
relative energy (zero: lowest compared OMol25 entry of this formula, charge and spin): 298.2 kJ/mol
total charge: 0
HOMO: -7.31 eV
calculated total energy: -11246.5329 eV
2S+1: 1
maximum force: 3.6 eV Å⁻¹

Cartesian coordinates (Å):
1 C -0.111345 -1.227286 0.805619
2 N -0.654509 -0.672560 -0.219424
3 H -1.494503 -0.568708 2.121230
4 H 1.775324 -1.187323 -1.668320
5 N 1.451901 -0.267117 -1.368318
6 H -0.277656 2.697862 0.524701
7 H 0.890358 1.472603 0.519878
8 C -0.881959 1.013193 -0.397912
9 O -1.919266 1.471632 -0.836745
10 N -0.676941 -1.165823 2.035307
11 H 0.913079 -1.600441 0.776681
12 N -0.095115 1.704050 0.530450
13 C 0.020784 -0.161094 -1.371942
14 H 1.855261 0.436462 -1.977219
15 H -0.571919 -0.315749 -2.275096
16 H -0.223493 -1.629702 2.801111

Atomic forces in eV per Å
C 0.552 0.591 -0.279
N -0.471 -1.533 1.206
H 0.319 -0.426 0.382
H -0.012 0.252 0.027
N -0.275 -0.007 -0.108
H -0.133 -0.220 -0.086
H -0.100 -0.040 -0.043
C 1.496 0.879 -3.131
O -0.147 -0.483 0.545
N -0.230 0.035 -0.636
H -0.092 -0.243 -0.063
N 0.144 -0.469 0.530
C -0.961 1.565 1.512
H 0.005 -0.191 -0.022
H 0.214 0.029 0.059
H -0.309 0.261 0.107